121
Properties=species:S:1:pos:R:3:mulliken_charge:R:1 method="wB97M-V/def2-TZVPD" homo_lumo_gap_ev=7.17 charge=+1
Sc 0.074 0.335 0.881 -3.423
C 0.008 -1.789 4.487 -1.361
Si 0.356 -1.722 2.642 2.215
C -0.724 -3.167 1.985 1.131
C -0.639 -4.426 2.596 -0.483
C -1.554 -5.433 2.342 -1.116
C -2.608 -5.205 1.464 -0.995
C -2.705 -3.982 0.821 -0.793
C -1.768 -2.972 1.062 -0.158
P -1.929 -1.392 0.164 0.801
C -3.323 -0.472 0.986 1.480
C -4.751 -0.925 0.680 -0.980
C -5.727 0.176 1.149 -1.081
C -5.247 0.876 2.439 -0.407
C -4.395 -0.075 3.274 -1.241
C -3.109 -0.463 2.521 -0.170
C -2.530 -1.852 -1.508 -0.438
C -1.628 -2.929 -2.148 -0.420
C -1.880 -2.968 -3.656 -1.268
C -1.388 -1.672 -4.325 -0.905
C -1.445 -0.485 -3.352 0.792
C -2.649 -0.591 -2.412 -1.096
C 2.197 -2.241 2.513 1.006
C 2.653 -3.311 3.302 -0.625
C 3.992 -3.658 3.381 -1.066
C 4.940 -2.917 2.684 -1.015
C 4.526 -1.851 1.904 -0.627
C 3.168 -1.517 1.797 0.044
P 2.750 -0.082 0.735 0.317
C 3.102 -0.609 -0.996 0.351
C 1.957 -1.569 -1.394 0.141
C 2.033 -1.946 -2.874 -0.279
C 3.399 -2.546 -3.209 -1.110
C 4.528 -1.600 -2.803 -0.928
C 4.451 -1.249 -1.313 -0.460
C 3.854 1.258 1.408 0.502
C 5.196 1.530 0.708 -1.555
C 5.074 2.306 -0.604 -0.082
C 4.285 3.598 -0.395 -1.353
C 2.914 3.296 0.208 0.695
C 3.059 2.574 1.548 -1.144
H 0.165 -2.800 4.878 0.380
H -1.030 -1.510 4.697 0.311
H 0.662 -1.105 5.038 0.416
H 0.163 -4.628 3.299 0.094
H -1.457 -6.391 2.839 0.440
H -3.346 -5.975 1.277 0.456
H -3.520 -3.824 0.123 0.463
H -3.219 0.553 0.609 0.203
H -4.946 -1.865 1.207 0.361
H -4.911 -1.108 -0.383 0.285
H -6.713 -0.267 1.303 0.467
H -5.835 0.915 0.352 0.379
H -6.100 1.231 3.017 0.490
H -4.652 1.761 2.186 0.048
H -4.974 -0.979 3.489 0.430
H -4.141 0.367 4.239 0.511
H -2.785 -1.450 2.853 -0.071
H -2.307 0.232 2.790 0.008
H -3.518 -2.283 -1.369 1.190
H -1.828 -3.899 -1.697 0.604
H -0.572 -2.711 -1.957 -0.123
H -2.955 -3.090 -3.820 0.381
H -1.399 -3.838 -4.103 0.476
H -1.993 -1.457 -5.207 0.402
H -0.360 -1.801 -4.672 0.301
H -1.479 0.460 -3.898 0.653
H -0.532 -0.465 -2.747 -1.028
H -3.564 -0.655 -3.009 0.574
H -2.736 0.319 -1.813 0.291
H 1.944 -3.880 3.895 0.187
H 4.300 -4.490 4.004 0.440
H 5.993 -3.161 2.755 0.449
H 5.273 -1.266 1.379 0.349
H 2.993 0.299 -1.596 0.636
H 0.977 -1.110 -1.194 -1.102
H 2.014 -2.473 -0.776 0.423
H 1.869 -1.048 -3.483 0.274
H 1.239 -2.653 -3.119 0.245
H 3.454 -2.765 -4.277 0.471
H 3.515 -3.498 -2.679 0.333
H 4.465 -0.681 -3.398 0.392
H 5.497 -2.055 -3.018 0.452
H 5.274 -0.581 -1.054 0.067
H 4.566 -2.163 -0.724 0.389
H 4.066 0.872 2.402 1.087
H 5.753 0.605 0.556 0.236
H 5.789 2.132 1.406 0.635
H 4.572 1.694 -1.362 -0.023
H 6.073 2.524 -0.986 0.454
H 4.175 4.135 -1.340 0.480
H 4.842 4.255 0.285 0.411
H 2.348 2.670 -0.485 -0.486
H 2.336 4.211 0.344 0.404
H 2.077 2.386 1.997 0.229
H 3.591 3.226 2.248 0.743
C -2.351 5.073 -4.174 -0.541
C -2.918 4.836 -2.926 -0.824
C -2.321 3.952 -2.040 -0.186
C -1.146 3.285 -2.386 0.352
C -0.604 3.506 -3.655 -0.367
C -1.192 4.401 -4.541 -0.857
C -0.474 2.321 -1.486 -0.672
C -0.426 2.236 -0.147 2.410
C -0.953 3.244 0.796 0.414
C -1.612 2.795 1.946 0.414
C -2.081 3.669 2.923 -0.854
C -1.882 5.030 2.764 -0.756
C -1.202 5.498 1.639 -1.066
C -0.740 4.620 0.672 -0.409
H -2.817 5.772 -4.859 0.406
H -3.832 5.344 -2.641 0.433
H -2.777 3.772 -1.072 0.480
H 0.293 2.965 -3.949 0.465
H -0.749 4.568 -5.517 0.420
H 0.057 1.552 -2.050 -0.022
H -1.807 1.730 2.072 -0.730
H -2.597 3.286 3.797 0.516
H -2.254 5.726 3.509 0.437
H -1.033 6.564 1.520 0.434
H -0.204 4.998 -0.191 0.639